No. 1
This record from the Open Molecules 2025 dataset describes 2 unconnected molecules or ions with the total composition H3NO3Si in a non-equilibrium geometry. The level of theory is ωB97M-V with the def2-TZVPD basis set.

HOMO-LUMO gap (alpha / beta) = 6.74 / 9.52 eV
ΔE to the lowest compared entry with this formula, charge and spin = 25.7 kcal/mol
Lowest unoccupied orbital energy (alpha / beta) = -0.880 / -1.816 eV

```
! wB97M-V def2-TZVPD RIJCOSX def2/J DEFGRID3
* xyz 0 3
Si 0.281 0.984 -1.572
O -0.889 -2.279 1.607
O 0.062 -0.374 2.031
O 0.920 1.247 -0.246
N -0.585 -1.247 1.139
H 0.836 1.280 -2.846
H 0.273 0.307 1.463
H -0.898 0.081 -1.575
*
```



No. 2
This record from the Open Molecules 2025 dataset describes 2 unconnected molecules or ions with the total composition H3NO4P in a non-equilibrium geometry. The level of theory is ωB97M-V with the def2-TZVPD basis set.

HOMO-LUMO gap (alpha / beta) = 6.10 / 8.91 eV
ΔE to the lowest compared entry with this formula, charge and spin = 36.4 kcal/mol
Lowest unoccupied orbital energy (alpha / beta) = 4.167 / 3.167 eV

```
! wB97M-V def2-TZVPD RIJCOSX def2/J DEFGRID3
* xyz -1 3
P -1.529 0.506 0.820
O -2.028 1.512 -0.354
O -0.686 1.140 1.851
O -0.889 0.637 -0.735
O -2.173 -0.826 0.913
N 1.903 -0.985 -0.759
H 2.653 -0.318 -0.585
H 1.230 -0.459 -1.293
H 1.518 -1.207 0.141
*
```



No. 3
This record from the Open Molecules 2025 dataset describes a molecular structure, H3NOPS in a non-equilibrium geometry. The level of theory is ωB97M-V with the def2-TZVPD basis set.

HOMO-LUMO gap (alpha / beta) = 6.46 / 6.46 eV
ΔE to the lowest compared entry with this formula, charge and spin = 78.1 kcal/mol
Lowest unoccupied orbital energy (alpha / beta) = 4.208 / 4.208 eV

```
! wB97M-V def2-TZVPD RIJCOSX def2/J DEFGRID3
* xyz -1 1
S -0.525 -0.240 -1.332
P 0.661 1.042 -0.251
O -2.134 -0.955 0.974
N -0.987 -1.032 0.683
H 1.589 1.377 -1.256
H -0.381 -0.368 1.347
H 1.777 0.175 -0.165
*
```



No. 4
This record from the Open Molecules 2025 dataset describes a single H3NOS molecule in a non-equilibrium geometry. The level of theory is ωB97M-V with the def2-TZVPD basis set.

HOMO-LUMO gap (alpha / beta) = 5.73 / 8.24 eV
ΔE to the lowest compared entry with this formula, charge and spin = 74.1 kcal/mol
Lowest unoccupied orbital energy (alpha / beta) = 0.674 / -2.267 eV

```
! wB97M-V def2-TZVPD RIJCOSX def2/J DEFGRID3
* xyz 0 3
S 1.054 -0.794 0.179
O 1.946 0.677 0.063
N -0.622 -0.378 0.286
H 2.230 0.665 -0.845
H -1.051 -0.016 1.129
H -1.090 0.109 -0.478
*
```



No. 5
This record from the Open Molecules 2025 dataset describes 2 unconnected molecules or ions with the total composition H3NOSSi in a non-equilibrium geometry. The level of theory is ωB97M-V with the def2-TZVPD basis set.

HOMO-LUMO gap = 5.59 eV
ΔE to the lowest compared entry with this formula, charge and spin = 138.8 kcal/mol
Lowest unoccupied orbital energy = -3.194 eV

```
! wB97M-V def2-TZVPD RIJCOSX def2/J DEFGRID3
* xyz 0 1
S 1.088 1.472 -1.395
Si -0.212 -0.820 0.503
O 0.149 2.295 -0.592
N 0.969 -0.979 -0.706
H -0.586 -1.901 1.303
H -1.318 -0.421 -0.447
H -0.089 0.354 1.334
*
```



No. 6
This record from the Open Molecules 2025 dataset describes 2 unconnected molecules or ions with the total composition H3NOSSi in a non-equilibrium geometry. The level of theory is ωB97M-V with the def2-TZVPD basis set.

SMILES = N#[SiH].OS
HOMO-LUMO gap = 8.24 eV
ΔE to the lowest compared entry with this formula, charge and spin = 120.3 kcal/mol
Lowest unoccupied orbital energy = -0.994 eV

```
! wB97M-V def2-TZVPD RIJCOSX def2/J DEFGRID3
* xyz 0 1
S -1.925 1.822 0.137
Si 1.520 0.651 -0.175
O -1.795 0.208 -0.113
N 2.261 1.980 0.114
H 1.468 -0.621 -0.842
H -2.089 -0.004 -1.099
H -3.283 2.470 -0.569
*
```



No. 7
This record from the Open Molecules 2025 dataset describes a single H3NOSi molecule in a non-equilibrium geometry. The level of theory is ωB97M-V with the def2-TZVPD basis set.

HOMO-LUMO gap (alpha / beta) = 8.46 / 11.83 eV
Lowest unoccupied orbital energy (alpha / beta) = 0.387 / -1.018 eV

```
! wB97M-V def2-TZVPD RIJCOSX def2/J DEFGRID3
* xyz 0 3
Si 0.620 -0.043 -0.056
O -2.328 0.467 0.032
N -1.565 -0.432 -0.178
H 1.120 1.270 -0.471
H 0.802 -0.119 1.329
H 1.351 -1.144 -0.656
*
```



No. 8
This record from the Open Molecules 2025 dataset describes 2 unconnected molecules or ions with the total composition H3NP2 in a non-equilibrium geometry. The level of theory is ωB97M-V with the def2-TZVPD basis set.

HOMO-LUMO gap (alpha / beta) = 7.28 / 7.28 eV
ΔE to the lowest compared entry with this formula, charge and spin = 50.4 kcal/mol
Lowest unoccupied orbital energy (alpha / beta) = -1.208 / -1.208 eV

```
! wB97M-V def2-TZVPD RIJCOSX def2/J DEFGRID3
* xyz 0 1
P -1.815 0.820 0.313
P 1.466 0.644 0.279
N -0.787 0.098 -0.575
H 1.880 0.112 -0.863
H 1.285 1.827 -0.591
H -3.193 0.306 -0.151
*
```



No. 9
This record from the Open Molecules 2025 dataset describes 2 unconnected molecules or ions with the total composition H3NS2 in a non-equilibrium geometry. The level of theory is ωB97M-V with the def2-TZVPD basis set.

HOMO-LUMO gap (alpha / beta) = 8.61 / 7.22 eV
ΔE to the lowest compared entry with this formula, charge and spin = 67.8 kcal/mol
Lowest unoccupied orbital energy (alpha / beta) = -0.881 / -1.569 eV

```
! wB97M-V def2-TZVPD RIJCOSX def2/J DEFGRID3
* xyz 0 1
S -1.972 -0.497 0.060
S 1.756 -0.506 0.061
N 0.394 0.205 -0.334
H -0.086 -0.456 -0.954
H -2.281 0.827 0.200
H 2.188 0.428 0.967
*
```



No. 10
This record from the Open Molecules 2025 dataset describes a gas-phase ion, H3O (charge +1) in a non-equilibrium geometry. The level of theory is ωB97M-V with the def2-TZVPD basis set.

HOMO-LUMO gap = 18.07 eV
ΔE to the lowest compared entry with this formula, charge and spin = 1.9 kcal/mol
Lowest unoccupied orbital energy = -5.838 eV

```
! wB97M-V def2-TZVPD RIJCOSX def2/J DEFGRID3
* xyz 1 1
O -0.273 -0.045 0.123
H -0.076 0.910 -0.047
H 0.471 -0.393 0.670
H -0.122 -0.472 -0.746
*
```



No. 11
This record from the Open Molecules 2025 dataset describes a gas-phase ion, H3O3P3 (charge -2) in a non-equilibrium geometry. The level of theory is ωB97M-V with the def2-TZVPD basis set.

SMILES = O=[P@@H]([O-])P([O-])#[PH2]
HOMO-LUMO gap = 6.32 eV
ΔE to the lowest compared entry with this formula, charge and spin = 9.0 kcal/mol
Lowest unoccupied orbital energy = 7.632 eV

```
! wB97M-V def2-TZVPD RIJCOSX def2/J DEFGRID3
* xyz -2 1
P -0.733 0.436 -0.489
P 1.905 -1.009 0.194
P 0.448 0.422 1.404
O 2.646 -1.987 1.048
O -0.279 -0.478 2.345
O 0.956 -1.610 -0.809
H -1.595 1.417 0.044
H -1.546 -0.561 0.006
H 2.997 -0.296 -0.593
*
```



No. 12
This record from the Open Molecules 2025 dataset describes a molecular structure, H3O3P3 in a non-equilibrium geometry. The level of theory is ωB97M-V with the def2-TZVPD basis set.

HOMO-LUMO gap = 7.18 eV
ΔE to the lowest compared entry with this formula, charge and spin = 8.6 kcal/mol
Lowest unoccupied orbital energy = 7.579 eV

```
! wB97M-V def2-TZVPD RIJCOSX def2/J DEFGRID3
* xyz -2 1
P 0.200 0.358 1.551
P -0.447 -1.060 -0.854
P 1.361 0.270 -0.316
O -1.215 -0.460 0.330
O -0.188 -2.565 -0.685
O -0.898 -0.585 -2.239
H 0.419 1.152 -1.141
H -0.385 1.588 1.299
H 1.153 1.302 2.056
*
```



No. 13
This record from the Open Molecules 2025 dataset describes 2 unconnected molecules or ions with the total composition H3O3PS in a non-equilibrium geometry. The level of theory is ωB97M-V with the def2-TZVPD basis set.

SMILES = O=PO.OS
HOMO-LUMO gap = 8.87 eV
ΔE to the lowest compared entry with this formula, charge and spin = 76.3 kcal/mol
Lowest unoccupied orbital energy = -0.254 eV

```
! wB97M-V def2-TZVPD RIJCOSX def2/J DEFGRID3
* xyz 0 1
S 2.725 -0.346 -0.172
P -3.234 -0.187 -0.304
O 1.549 0.346 0.746
O -1.693 -0.417 0.224
O -3.213 0.809 -1.347
H 0.917 -0.377 0.885
H 3.935 0.297 0.345
H -0.986 -0.125 -0.378
*
```



No. 14
This record from the Open Molecules 2025 dataset describes 2 unconnected molecules or ions with the total composition H3O4PSi in a non-equilibrium geometry. The level of theory is ωB97M-V with the def2-TZVPD basis set.

HOMO-LUMO gap = 7.42 eV
ΔE to the lowest compared entry with this formula, charge and spin = 64.4 kcal/mol
Lowest unoccupied orbital energy = 6.725 eV

```
! wB97M-V def2-TZVPD RIJCOSX def2/J DEFGRID3
* xyz -2 1
P 1.024 -0.981 1.138
Si -0.153 0.241 -0.465
O 0.395 -2.306 1.403
O 2.279 -0.964 0.193
O 1.045 -0.068 2.354
O -2.581 0.734 -1.742
H -2.520 1.498 -1.143
H 0.690 0.170 -1.682
H -0.179 1.675 -0.055
*
```



No. 15
This record from the Open Molecules 2025 dataset describes 2 unconnected molecules or ions with the total composition H3O4PSi in a non-equilibrium geometry. The level of theory is ωB97M-V with the def2-TZVPD basis set.

HOMO-LUMO gap = 8.13 eV
ΔE to the lowest compared entry with this formula, charge and spin = 1.6 kcal/mol
Lowest unoccupied orbital energy = 7.109 eV

```
! wB97M-V def2-TZVPD RIJCOSX def2/J DEFGRID3
* xyz -2 1
P -0.610 -1.443 -1.235
Si 0.421 1.132 1.008
O -0.920 -2.663 -0.440
O -1.701 -0.800 -2.019
O -0.884 0.315 0.968
O 0.804 -1.166 -1.596
H 1.702 0.434 1.366
H 0.805 1.976 -0.169
H 0.382 2.214 2.118
*
```



No. 16
This record from the Open Molecules 2025 dataset describes 2 unconnected molecules or ions with the total composition H3O4PSi in a non-equilibrium geometry. The level of theory is ωB97M-V with the def2-TZVPD basis set.

HOMO-LUMO gap = 7.88 eV
ΔE to the lowest compared entry with this formula, charge and spin = 7.0 kcal/mol
Lowest unoccupied orbital energy = 7.134 eV

```
! wB97M-V def2-TZVPD RIJCOSX def2/J DEFGRID3
* xyz -2 1
P 1.730 0.859 0.316
Si -1.403 -0.531 -0.239
O 2.138 1.346 -0.996
O -0.767 0.843 -0.285
O 1.784 -0.596 0.573
O 1.578 1.853 1.398
H -2.134 -1.168 -1.540
H -2.468 -0.935 0.778
H -0.457 -1.671 -0.006
*
```



No. 17
This record from the Open Molecules 2025 dataset describes a molecular structure, H3O4PSi in a non-equilibrium geometry. The level of theory is ωB97M-V with the def2-TZVPD basis set.

HOMO-LUMO gap = 7.06 eV
ΔE to the lowest compared entry with this formula, charge and spin = 10.5 kcal/mol
Lowest unoccupied orbital energy = 6.975 eV

```
! wB97M-V def2-TZVPD RIJCOSX def2/J DEFGRID3
* xyz -2 1
P -1.561 -0.054 0.029
Si 1.303 -0.114 -0.026
O 0.257 -1.104 0.530
O -1.405 1.115 1.001
O -1.377 0.259 -1.437
O -2.563 -1.130 0.375
H 1.094 0.441 -1.264
H 2.871 -0.636 -0.156
H 1.382 1.223 0.949
*
```



No. 18
This record from the Open Molecules 2025 dataset describes 2 unconnected molecules or ions with the total composition H3O5 in a non-equilibrium geometry. The level of theory is ωB97M-V with the def2-TZVPD basis set.

HOMO-LUMO gap (alpha / beta) = 8.68 / 8.61 eV
ΔE to the lowest compared entry with this formula, charge and spin = 80.9 kcal/mol
Lowest unoccupied orbital energy (alpha / beta) = -9.848 / -9.912 eV

```
! wB97M-V def2-TZVPD RIJCOSX def2/J DEFGRID3
* xyz 1 1
O -1.461 -1.263 -0.011
O -0.358 -0.472 -0.200
O 1.849 0.455 -0.435
O 0.581 -0.493 0.781
O -0.866 0.776 -0.275
H -0.131 1.362 -0.533
H 2.574 0.436 0.211
H -2.188 -0.801 0.462
*
```



No. 19
This record from the Open Molecules 2025 dataset describes 2 unconnected molecules or ions with the total composition H3O6 in a non-equilibrium geometry. The level of theory is ωB97M-V with the def2-TZVPD basis set.

HOMO-LUMO gap (alpha / beta) = 6.91 / 6.91 eV
ΔE to the lowest compared entry with this formula, charge and spin = 64.1 kcal/mol
Lowest unoccupied orbital energy (alpha / beta) = -9.786 / -9.780 eV

```
! wB97M-V def2-TZVPD RIJCOSX def2/J DEFGRID3
* xyz 1 1
O 1.978 -1.255 0.193
O -1.347 -1.129 -0.509
O 0.229 1.144 -0.199
O -1.787 -0.992 0.779
O 0.699 -1.509 0.393
O -0.065 -0.926 -0.643
H 0.393 1.530 -1.073
H -2.699 -0.631 0.735
H 2.309 -0.677 0.921
*
```



Number 1: molar mass 93.11 g mol⁻¹, DFT total energy -571.5611 Eh. Number 2: molar mass 112.00 g mol⁻¹, DFT total energy -698.8131 Eh. Number 3: molar mass 96.07 g mol⁻¹, DFT total energy -871.2394 Eh. Number 4: molar mass 65.10 g mol⁻¹, DFT total energy -529.7951 Eh. Number 5: molar mass 93.18 g mol⁻¹, DFT total energy -819.2161 Eh. Number 6: molar mass 93.18 g mol⁻¹, DFT total energy -819.2456 Eh. Number 7: molar mass 61.12 g mol⁻¹, DFT total energy -421.1367 Eh. Number 8: molar mass 78.98 g mol⁻¹, DFT total energy -739.1090 Eh. Number 9: molar mass 81.16 g mol⁻¹, DFT total energy -852.8064 Eh. Number 10: molar mass 19.02 g mol⁻¹, DFT total energy -76.7002 Eh. Number 11: molar mass 143.94 g mol⁻¹, DFT total energy -1251.5942 Eh. Number 12: molar mass 143.94 g mol⁻¹, DFT total energy -1251.5949 Eh. Number 13: molar mass 114.06 g mol⁻¹, DFT total energy -967.0526 Eh. Number 14: molar mass 126.08 g mol⁻¹, DFT total energy -933.6004 Eh. Number 15: molar mass 126.08 g mol⁻¹, DFT total energy -933.7004 Eh. Number 16: molar mass 126.08 g mol⁻¹, DFT total energy -933.6918 Eh. Number 17: molar mass 126.08 g mol⁻¹, DFT total energy -933.6863 Eh. Number 18: molar mass 83.02 g mol⁻¹, DFT total energy -377.1764 Eh. Number 19: molar mass 99.02 g mol⁻¹, DFT total energy -452.3585 Eh.